(1)
This record from the Open Molecules 2025 dataset describes 2 unconnected molecules or ions with the total composition C5H9N2S at a distorted geometry. The level of theory is the ωB97M-V functional and the def2-TZVPD basis.

Atoms and positions in Å:
C 2.22 -1.97 0.86
C 1.00 -2.48 0.76
C 0.97 -0.81 -0.51
C 0.49 0.27 -1.22
C -2.10 2.82 0.30
N 2.17 -0.79 0.15
N 0.17 -1.75 -0.10
S -3.71 2.79 0.78
H 3.01 -2.38 1.51
H 0.66 -3.24 1.45
H 1.12 1.14 -1.41
H -0.53 0.29 -1.50
H -2.13 2.80 -0.87
H -1.31 2.69 1.03
H 2.89 -0.04 -0.11
H -0.78 -1.92 -0.26
H -3.61 2.86 2.03

Results
* M: 129.208 u
* lowest unoccupied orbital energy (spin up / spin down): -3.1 / -5.9 eV
* net charge: +1
* HOMO-LUMO gap (spin up / spin down): 10.0 / 3.9 eV

***

(2)
This record from the Open Molecules 2025 dataset describes 2 unconnected molecules or ions with the total composition C5H9N3 at a distorted geometry. The level of theory is the ωB97M-V functional and the def2-TZVPD basis.

Atoms and positions in Å:
C -0.67 -0.63 -1.07
C 0.88 -0.31 -1.04
C 1.77 -1.30 -1.13
N -1.25 -1.58 -0.49
H -0.67 -2.11 0.16
H -1.23 -0.05 -1.80
H 1.08 0.61 -1.59
H 1.62 -2.25 -0.63
H 2.72 -1.16 -1.62
C -2.09 1.63 1.01
C 1.02 0.44 1.21
N -0.95 1.33 0.55
N 0.21 1.46 1.07
H 2.06 0.70 1.39
H 0.67 -0.49 1.66
H -2.92 1.68 0.31
H -2.24 2.02 2.01

Results
* M: 111.148 u
* lowest unoccupied orbital energy: 0.1 eV
* net charge: 0
* SMILES string: [H]/N=C\C=C.C=NN=C
* HOMO-LUMO gap: 8.7 eV

***

(3)
This record from the Open Molecules 2025 dataset describes a single C5H9N3 molecule at a distorted geometry. The level of theory is the ωB97M-V functional and the def2-TZVPD basis.

Atoms and positions in Å:
C -1.67 0.64 0.30
C -0.17 0.27 0.52
C 0.98 1.23 0.22
C 1.42 -0.64 -0.82
C 0.23 -0.94 1.27
H -2.19 -1.12 -0.66
H -1.85 0.12 -1.70
H -2.23 0.46 1.20
H -1.87 1.67 -0.12
H 1.48 1.67 1.16
H 0.76 2.12 -0.31
H 1.96 -1.25 -1.46
H 1.21 -0.98 1.78
H -0.49 -1.51 1.69
N -2.29 -0.11 -0.77
N 1.94 0.44 -0.49
N 0.13 -0.97 -0.24

Results
* M: 111.148 u
* lowest unoccupied orbital energy: 1.0 eV
* net charge: 0
* SMILES string: NC[C@]12CN=CN1C2
* HOMO-LUMO gap: 10.0 eV

***

(4)
This record from the Open Molecules 2025 dataset describes a single C5H9N3 molecule at a distorted geometry. The level of theory is the ωB97M-V functional and the def2-TZVPD basis.

Atoms and positions in Å:
C 1.22 -0.84 -0.47
C 2.32 -0.18 -0.05
C 0.11 -0.05 -0.10
C 0.55 1.11 0.46
C -2.03 -1.72 -0.41
N 2.01 1.05 0.39
N -0.03 2.42 0.75
N -1.63 -0.31 -0.62
H 1.27 -1.87 -0.89
H 3.37 -0.39 -0.21
H -2.01 -2.18 0.57
H -3.03 -1.72 -0.88
H -1.38 -2.34 -0.99
H 2.59 1.81 0.57
H -0.38 2.41 1.70
H -0.95 2.40 0.25
H -2.02 0.39 -0.06

Results
* M: 111.148 u
* lowest unoccupied orbital energy: 0.9 eV
* net charge: 0
* SMILES string: CNc1cc[nH]c1N
* HOMO-LUMO gap: 9.0 eV

***

(5)
This record from the Open Molecules 2025 dataset describes a single C5H9N3 molecule at a distorted geometry. The level of theory is the ωB97M-V functional and the def2-TZVPD basis.

Atoms and positions in Å:
C -1.58 -0.20 -0.34
C -0.19 -0.24 -0.85
C 1.48 -1.60 0.07
C 0.91 0.60 0.02
C 0.94 1.92 -0.18
H -2.49 0.06 1.57
H -1.63 -1.34 1.30
H -1.82 0.89 -0.79
H -2.32 -0.60 -1.00
H -0.08 0.17 -1.91
H 2.33 -2.36 0.32
H 2.28 0.00 1.40
H 1.59 2.66 0.31
H 0.01 2.34 -0.86
N -1.64 -0.37 1.03
N 0.49 -1.67 -0.78
N 1.72 -0.27 0.68

Results
* M: 111.148 u
* lowest unoccupied orbital energy: 1.0 eV
* net charge: 0
* SMILES string: C=C1NC=N[C@H]1CN
* HOMO-LUMO gap: 9.1 eV

***

(6)
This record from the Open Molecules 2025 dataset describes a single C5H9N3 molecule at a distorted geometry. The level of theory is the ωB97M-V functional and the def2-TZVPD basis.

Atoms and positions in Å:
C -0.68 0.80 -1.40
C 0.18 -0.12 -0.57
C 1.22 0.44 1.31
C -0.50 -0.87 0.69
C -1.64 -1.63 0.89
H 1.23 1.14 -1.90
H 0.33 0.47 -3.08
H -0.94 1.54 -0.62
H -1.60 0.40 -1.63
H 0.73 -0.83 -1.14
H 1.87 0.83 2.15
H 0.29 -0.94 2.71
H -2.18 -2.22 -0.02
H -1.80 -1.97 1.96
N 0.14 1.26 -2.41
N 1.08 0.72 0.07
N 0.29 -0.58 1.79

Results
* M: 111.148 u
* lowest unoccupied orbital energy: 0.8 eV
* net charge: 0
* SMILES string: C=C1NC=N[C@@H]1CN
* HOMO-LUMO gap: 8.9 eV

***

(7)
This record from the Open Molecules 2025 dataset describes a single C5H9N3 molecule at a distorted geometry. The level of theory is the ωB97M-V functional and the def2-TZVPD basis.

Atoms and positions in Å:
C -0.25 -1.65 1.73
C 0.54 -1.13 -1.26
C -0.31 0.06 -1.23
C 0.35 1.26 -0.43
C -0.44 0.27 0.24
H 0.47 -2.48 1.88
H -0.38 -1.24 2.69
H -1.18 -2.08 1.33
H 0.97 -1.56 -2.18
H -1.08 0.26 -2.01
H 1.38 1.06 -0.43
H 0.22 3.19 -1.33
H -0.08 3.16 0.23
H -1.43 0.48 0.63
N 0.39 -0.73 0.86
N 1.04 -1.51 -0.13
N -0.21 2.65 -0.59

Results
* M: 111.148 u
* lowest unoccupied orbital energy: 1.1 eV
* net charge: 0
* SMILES string: CN1N=C[C@@H]2[C@@H](N)[C@@H]21
* HOMO-LUMO gap: 9.6 eV

***

(8)
This record from the Open Molecules 2025 dataset describes 2 unconnected molecules or ions with the total composition C5H9N3 at a distorted geometry. The level of theory is the ωB97M-V functional and the def2-TZVPD basis.

Atoms and positions in Å:
C -1.79 0.42 -0.26
C 1.33 0.62 0.54
C -1.60 1.54 -0.86
C 1.61 1.78 1.03
C 1.39 -1.47 -0.74
N 1.06 -0.48 0.18
N -2.04 -0.76 -0.18
N -1.60 -1.67 0.75
H -0.85 1.66 -1.67
H -2.05 2.49 -0.64
H 1.39 2.75 0.67
H 2.53 1.68 1.61
H 1.73 -1.08 -1.67
H 2.20 -2.13 -0.40
H 0.48 -1.90 -0.97
H -2.49 -2.27 0.96
H -1.32 -1.19 1.67

Results
* M: 111.148 u
* lowest unoccupied orbital energy: 0.7 eV
* net charge: 0
* SMILES string: C=C=NC.C=C=NN
* HOMO-LUMO gap: 8.9 eV

***

no.,total energy (eV)
1,-19135.9464
2,-9796.2594
3,-9798.8420
4,-9798.5462
5,-9798.4627
6,-9798.1666
7,-9798.5587
8,-9796.1326